[1]
{"formula": "C3H7NOS", "method": "ωB97M-V/def2-TZVPD", "gap_ev": [8.9, 4.0], "relative_energy_kcal_mol": 45.2, "multiplicity": 2, "charge": 1, "symbols": ["O", "C", "N", "C", "C", "S", "H", "H", "H", "H", "H", "H", "H"], "xyz": [[0.520, -2.880, 0.158], [-0.295, -1.966, 0.197], [-0.243, -0.918, 1.144], [-0.349, 0.474, 0.524], [0.632, 0.726, -0.743], [0.217, 2.294, -1.758], [-1.069, -1.999, -0.621], [0.363, -1.192, 1.922], [-1.424, 0.687, 0.447], [0.060, 1.179, 1.250], [1.592, 1.055, -0.261], [0.765, -0.229, -1.307], [-0.770, 2.769, -0.952]], "mulliken_spin": [-0.001, -0.002, 0.005, 0.025, -0.055, 0.979, 0.001, 0.000, -0.008, -0.001, 0.060, 0.010, -0.014]}



[2]
{"formula": "C7H28N14O7", "method": "ωB97M-V/def2-TZVPD", "gap_ev": 8.2, "relative_energy_kcal_mol": 141.3, "charge": 0, "smiles": "NC(N)=O.NC(N)=O.NC(N)=O.NC(N)=O.NC(N)=O.NC(N)=O.NC(N)=O", "symbols": ["N", "C", "N", "O", "H", "H", "H", "H", "N", "C", "N", "O", "H", "H", "H", "H", "N", "C", "N", "O", "H", "H", "H", "H", "N", "C", "N", "O", "H", "H", "H", "H", "N", "C", "N", "O", "H", "H", "H", "H", "N", "C", "N", "O", "H", "H", "H", "H", "N", "C", "N", "O", "H", "H", "H", "H"], "xyz": [[1.663, 0.054, 4.217], [0.999, -1.034, 3.912], [1.264, -1.989, 4.729], [0.273, -1.147, 2.970], [1.511, 0.829, 3.588], [2.293, -0.056, 4.999], [1.836, -1.860, 5.551], [0.745, -2.849, 4.619], [1.862, 0.034, 1.026], [0.965, 0.386, 0.098], [-0.123, -0.227, 0.430], [1.061, 1.259, -0.713], [1.639, -0.792, 1.563], [2.715, 0.567, 1.121], [-0.999, -0.009, -0.021], [-0.159, -1.037, 1.033], [-0.682, 0.131, -5.129], [-0.754, 1.071, -4.197], [0.378, 1.069, -3.540], [-1.658, 1.834, -4.152], [-0.011, -0.624, -5.123], [-1.375, -0.089, -5.830], [0.254, 1.339, -2.574], [1.212, 0.592, -3.850], [-2.262, 2.041, -0.945], [-2.345, 3.284, -1.302], [-2.096, 3.961, -0.296], [-2.598, 3.803, -2.392], [-2.077, 1.829, 0.025], [-2.154, 1.299, -1.623], [-2.302, 4.946, -0.380], [-1.985, 3.670, 0.665], [-1.824, -4.641, -2.118], [-2.074, -3.415, -2.466], [-1.307, -2.577, -1.882], [-3.011, -3.008, -3.193], [-1.050, -4.704, -1.472], [-2.279, -5.480, -2.448], [-0.553, -2.819, -1.256], [-1.531, -1.669, -2.264], [6.377, 1.373, 2.312], [7.236, 2.302, 1.973], [6.606, 3.235, 1.193], [8.464, 2.215, 2.152], [6.703, 0.589, 2.859], [5.422, 1.493, 2.006], [7.161, 4.022, 0.890], [6.005, 2.827, 0.492], [-4.177, -0.707, 0.050], [-4.764, -1.862, 0.194], [-5.077, -2.052, 1.513], [-5.218, -2.584, -0.670], [-3.986, -0.564, -0.931], [-3.720, -0.222, 0.809], [-4.590, -1.420, 2.133], [-5.902, -2.619, 1.645]], "nbo_charge": [-0.830, 0.762, -0.810, -0.720, 0.426, 0.392, 0.387, 0.413, -0.863, 0.760, -0.833, -0.670, 0.404, 0.392, 0.383, 0.417, -0.844, 0.739, -0.861, -0.616, 0.366, 0.397, 0.422, 0.389, -0.830, 0.731, -0.795, -0.640, 0.363, 0.403, 0.398, 0.370, -0.810, 0.738, -0.836, -0.681, 0.366, 0.418, 0.385, 0.419, -0.824, 0.757, -0.865, -0.650, 0.411, 0.385, 0.403, 0.382, -0.840, 0.755, -0.873, -0.635, 0.419, 0.384, 0.373, 0.417]}



[3]
{"formula": "C3H5N3O", "method": "ωB97M-V/def2-TZVPD", "gap_ev": 10.4, "relative_energy_kcal_mol": 46.0, "charge": 0, "smiles": "[H]/N=C\\N=C\\NC=O", "symbols": ["H", "N", "C", "N", "C", "N", "C", "O", "H", "H", "H", "H"], "xyz": [[-0.841, -2.829, 1.709], [-0.364, -2.301, 2.415], [-0.105, -1.241, 1.857], [-0.356, -0.929, 0.509], [0.033, 0.122, -0.035], [-0.163, 0.497, -1.369], [0.277, 1.772, -1.817], [0.523, 2.606, -0.993], [0.601, -0.535, 2.369], [0.754, 0.976, 0.382], [-0.729, -0.111, -2.071], [0.369, 1.972, -2.956]], "nbo_charge": [0.334, -0.587, 0.264, -0.549, 0.325, -0.658, 0.537, -0.552, 0.134, 0.184, 0.422, 0.147]}